ORCA calculation (the ωB97M-V functional and the def2-TZVPD basis) on the molecule C5H8N2O.

net charge = 0
energy above the lowest of the compared OMol25 structures with the same formula, charge and spin = 3.346 eV
2S+1 = 1

Each atom is followed by the atoms it is bonded to, with distances in Å.
Geometry (Å):
1 O -3.197 0.003 0.761  C5 1.269
2 N -0.512 -2.161 -0.247  C6 1.305, C8 1.308
3 N -1.097 0.402 -0.215  C5 1.304, C7 1.421
4 C 1.539 -0.929 -0.132  C8 1.434, H12 1.154, H14 1.117, H15 1.149
5 C -2.085 -0.317 0.237  O1 1.269, N3 1.304, C6 1.535
6 C -1.669 -1.794 0.233  N2 1.305, C5 1.535, H13 1.071
7 C -1.006 1.819 -0.275  N3 1.421, H9 1.075, H10 1.097, H11 1.172
8 C 0.248 -1.197 -0.698  N2 1.308, C4 1.434, H16 1.044
9 H -2.039 2.118 -0.307  C7 1.075
10 H -0.459 1.945 0.666  C7 1.097
11 H -0.355 2.216 -1.165  C7 1.172
12 H 2.241 -1.303 -0.968  C4 1.154
13 H -2.403 -2.478 0.610  C6 1.071
14 H 1.817 -1.510 0.780  C4 1.117
15 H 1.669 0.213 -0.128  C4 1.149
16 H 0.239 -0.927 -1.706  C8 1.044